No. 1
71
Properties=species:S:1:pos:R:3:forces:R:3 method="wB97M-V/def2-TZVPD" de_lowest_kcal_mol=16.62 charge=+1
Pd 0.956 -0.953 0.342 -0.665 0.093 -0.897
O 1.697 0.058 -1.616 -1.709 0.192 1.151
N 2.938 -0.272 -1.790 1.672 -0.976 -0.032
C 3.773 0.638 -2.325 0.069 0.161 -0.126
C 5.095 0.354 -2.543 0.153 -0.268 -0.045
C 5.583 -0.919 -2.239 -0.219 0.245 -0.134
C 4.722 -1.849 -1.708 -0.129 0.203 -0.050
C 3.389 -1.521 -1.447 0.185 0.479 -0.025
S 2.333 -2.643 -0.685 -0.712 0.191 0.678
H 3.310 1.587 -2.561 -0.017 -0.043 0.082
H 5.738 1.110 -2.960 0.034 0.133 -0.057
H 6.616 -1.169 -2.416 0.142 -0.013 -0.015
H 5.051 -2.842 -1.449 0.026 -0.055 0.067
I 2.698 0.180 2.191 0.079 0.689 -0.557
C 2.837 2.030 1.080 0.385 -0.620 0.317
C 4.131 2.419 0.836 -0.327 -0.387 0.232
C 4.417 3.708 0.372 -0.182 0.259 -0.096
C 3.398 4.606 0.247 0.318 -0.132 0.081
C 2.061 4.225 0.478 -0.068 -0.301 -0.039
C 1.051 5.205 0.384 -0.288 -0.035 0.070
C -0.259 4.890 0.595 0.220 0.187 -0.117
C -0.606 3.549 0.766 0.225 -0.394 0.142
C 0.339 2.545 0.846 -0.153 -0.141 -0.005
P -0.412 0.875 0.716 0.118 0.156 -0.019
C -1.369 0.979 -0.822 0.130 -0.315 0.010
C -2.440 0.100 -0.994 0.097 0.008 0.135
C -3.133 0.067 -2.189 -0.068 -0.087 -0.025
C -2.745 0.892 -3.235 0.043 -0.074 0.006
C -1.655 1.733 -3.085 -0.055 0.014 -0.098
C -0.961 1.772 -1.890 0.066 0.010 0.182
C -1.633 0.892 2.065 0.197 -0.421 -0.142
C -1.226 0.415 3.309 0.104 -0.076 -0.112
C -2.087 0.472 4.389 -0.032 0.012 0.079
C -3.356 1.008 4.235 0.029 0.008 -0.023
C -3.771 1.464 2.995 -0.064 0.051 -0.015
C -2.920 1.399 1.908 0.119 -0.058 -0.107
C 1.727 2.870 0.812 -0.012 0.327 -0.075
H 4.951 1.751 1.054 0.004 -0.093 0.018
H 5.441 3.987 0.185 0.098 0.076 -0.017
H 3.602 5.635 -0.002 0.016 0.139 -0.097
H 1.344 6.216 0.150 0.042 0.153 0.009
H -1.030 5.645 0.573 -0.044 0.081 -0.049
H -1.653 3.288 0.808 -0.051 0.046 -0.018
H -2.730 -0.553 -0.179 -0.098 -0.006 -0.012
H -3.970 -0.605 -2.310 -0.042 -0.036 0.004
H -3.277 0.855 -4.173 -0.067 0.044 -0.073
H -1.342 2.357 -3.909 0.056 0.055 -0.062
H -0.093 2.405 -1.788 0.054 0.110 -0.003
H -0.233 -0.003 3.422 0.001 0.018 0.049
H -1.768 0.101 5.350 0.038 -0.029 0.116
H -4.024 1.069 5.078 -0.098 -0.021 0.140
H -4.759 1.875 2.867 -0.130 0.018 0.024
H -3.257 1.729 0.935 -0.053 0.059 -0.007
C -3.098 -3.773 -0.814 0.202 -0.159 0.142
C -1.798 -4.351 -0.236 -0.316 -0.180 -0.018
C -1.207 -5.385 -1.198 -0.083 0.185 0.210
C -2.055 -5.003 1.123 0.069 0.192 -0.255
N -0.772 -3.300 -0.101 0.080 -0.173 -0.229
N -0.780 -2.513 1.089 0.368 0.535 -0.452
H -3.870 -4.538 -0.859 -0.113 -0.034 -0.028
H -2.929 -3.399 -1.825 0.003 0.036 -0.044
H -3.473 -2.953 -0.200 -0.072 0.069 0.088
H -1.895 -6.215 -1.336 -0.112 -0.079 -0.065
H -0.272 -5.766 -0.797 0.093 -0.053 0.021
H -1.005 -4.938 -2.168 0.042 0.055 -0.131
H -2.650 -5.901 0.988 -0.068 -0.091 -0.011
H -2.604 -4.342 1.794 -0.026 0.009 0.095
H -1.114 -5.289 1.589 0.081 -0.092 0.089
H -0.819 -2.681 -0.916 0.147 -0.131 0.459
H -0.432 -3.102 1.850 -0.117 0.317 -0.285
H -1.720 -2.179 1.348 0.392 -0.042 -0.028

No. 2
79
Properties=species:S:1:pos:R:3:forces:R:3 method="wB97M-V/def2-TZVPD" spin_multiplicity=3 s_squared=2.028 de_lowest_kcal_mol=112.99 charge=+2
W 0.044 0.336 -0.306 -0.716 0.038 -0.527
C -0.198 -3.588 1.893 0.010 -0.029 0.010
C -0.135 -2.465 0.911 -0.011 0.000 -0.079
N -0.200 -1.214 1.222 0.152 0.138 -0.105
N -0.461 -0.836 2.518 -0.120 -0.019 -0.041
C -0.819 0.434 2.765 0.101 -0.048 0.112
N -0.980 0.794 4.028 -0.053 0.011 -0.039
S -1.145 1.549 1.507 0.079 -0.023 0.049
C -0.106 -2.736 -0.522 -0.037 -0.018 0.088
C -0.234 -3.966 -1.042 -0.086 0.006 -0.045
C -0.334 -4.196 -2.467 -0.033 0.070 0.074
C -0.377 -3.149 -3.286 -0.046 -0.009 -0.129
C -0.259 -1.730 -2.835 -0.170 -0.030 0.043
N 0.072 -1.573 -1.388 0.533 -0.185 0.150
H 0.153 -3.304 2.882 0.013 0.006 -0.011
H 0.434 -4.411 1.568 -0.011 -0.006 -0.006
H -1.223 -3.956 1.984 -0.003 0.013 0.016
H -0.177 -1.450 3.266 0.089 0.049 0.006
H -0.826 0.168 4.803 0.008 0.002 0.002
H -1.260 1.739 4.236 0.027 0.007 0.007
H -0.324 -4.812 -0.374 0.008 -0.003 0.005
H -0.425 -5.207 -2.835 -0.008 -0.004 -0.002
H -0.526 -3.280 -4.351 0.069 -0.002 -0.007
H -1.191 -1.204 -3.059 -0.004 0.031 0.109
C -3.077 -1.255 0.402 0.036 0.004 -0.001
C -3.077 -0.460 -0.870 -0.088 0.008 0.023
C -4.246 -0.592 -1.647 0.040 0.003 0.016
C -4.410 0.130 -2.786 0.007 0.014 0.002
C -3.403 1.032 -3.171 -0.016 -0.017 -0.027
C -3.553 1.844 -4.316 0.014 -0.007 0.009
C -2.565 2.716 -4.670 -0.010 -0.004 -0.004
C -1.404 2.800 -3.888 0.014 0.006 -0.003
C -1.235 2.024 -2.766 -0.066 0.043 0.023
S 0.206 2.188 -1.811 0.144 -0.115 0.013
C -2.235 1.111 -2.378 0.034 -0.020 0.008
N -2.061 0.330 -1.232 0.011 0.014 0.005
H -4.107 -1.474 0.676 0.001 -0.005 0.002
H -2.626 -0.709 1.221 0.018 0.007 0.006
H -2.572 -2.212 0.269 0.006 -0.010 -0.001
H -5.012 -1.271 -1.303 -0.014 0.016 0.005
H -5.308 0.041 -3.383 0.002 -0.006 -0.006
H -4.465 1.761 -4.893 0.005 -0.005 -0.012
H -2.669 3.344 -5.543 0.003 -0.007 -0.007
H -0.613 3.483 -4.173 -0.006 0.016 0.018
C 4.536 -0.880 3.697 0.026 -0.010 -0.045
C 3.249 -0.406 3.209 0.010 0.088 0.008
N 2.240 -0.012 2.826 -0.001 -0.086 0.202
H 4.702 -1.903 3.362 0.002 -0.001 0.003
H 4.556 -0.844 4.784 0.005 -0.006 0.000
H 5.330 -0.245 3.308 0.000 0.004 0.006
N 1.405 5.700 1.181 -0.042 -0.054 0.040
C 2.544 5.055 1.538 0.028 0.009 0.005
O 3.367 5.494 2.308 0.009 0.016 -0.026
C 2.741 3.688 0.934 -0.016 -0.013 0.031
C 4.020 3.284 0.580 0.019 -0.004 0.009
C 4.181 2.010 0.074 -0.001 -0.012 0.007
C 3.081 1.182 -0.043 -0.010 -0.004 0.093
N 1.840 1.550 0.320 0.085 -0.060 -0.023
C 1.694 2.804 0.793 -0.021 -0.048 0.075
H 1.287 6.644 1.515 0.002 0.004 -0.005
H 0.882 5.418 0.370 0.014 0.033 -0.021
H 4.852 3.965 0.705 0.000 -0.004 0.023
H 5.149 1.641 -0.234 -0.001 0.002 -0.007
H 3.210 0.183 -0.404 0.009 0.022 -0.047
H 0.703 3.099 1.094 0.002 0.035 -0.045
C 3.602 -3.936 -1.332 -0.010 -0.007 -0.018
N 2.737 -2.845 -1.813 -0.005 -0.002 0.010
C 2.769 -2.587 -3.188 0.038 0.015 -0.062
C 2.062 -1.763 -3.966 -0.023 -0.069 0.154
C 0.848 -0.996 -3.645 0.033 0.117 -0.011
O 0.611 0.092 -4.097 -0.080 -0.105 -0.169
N 1.376 -1.014 -1.174 -0.012 0.216 -0.051
C 2.383 -1.926 -0.835 0.028 -0.016 0.064
O 2.938 -1.903 0.245 -0.073 -0.095 0.038
H 4.084 -4.407 -2.183 -0.027 -0.028 -0.001
H 3.003 -4.685 -0.815 0.002 0.017 0.028
H 4.355 -3.554 -0.650 0.020 0.007 -0.022
H 3.556 -3.152 -3.672 0.048 0.061 0.004
H 2.407 -1.650 -4.986 0.014 0.046 0.005

No. 3
69
Properties=species:S:1:pos:R:3:forces:R:3 method="wB97M-V/def2-TZVPD" de_lowest_kcal_mol=0.00 charge=0
O -0.187 -3.745 0.281 -0.107 -0.168 0.186
C -0.276 -2.540 0.126 -0.064 -0.016 -0.102
C -1.529 -1.809 0.503 -0.376 -0.028 -0.074
C -1.963 -1.857 1.834 0.015 0.015 0.041
C -3.149 -1.264 2.197 -0.033 0.045 -0.009
C -3.934 -0.625 1.234 0.341 -0.144 -0.349
C -5.197 -0.001 1.600 -0.047 0.052 0.123
O -5.648 0.045 2.728 0.068 -0.109 0.112
N -5.891 0.574 0.527 0.171 -0.055 0.241
C -5.391 0.552 -0.744 0.397 0.073 -0.446
N -4.269 0.015 -1.071 -0.049 0.105 -0.627
C -3.514 -0.592 -0.106 -0.064 -0.123 0.765
C -2.301 -1.190 -0.460 0.077 -0.105 0.249
C -6.184 1.174 -1.852 -0.157 -0.093 -0.127
C -7.473 0.402 -2.161 -0.180 0.273 0.043
C -8.625 0.754 -1.226 0.060 -0.351 0.037
C -8.350 0.405 0.234 -0.045 0.273 -0.133
C -7.175 1.179 0.830 -0.500 0.035 0.315
N 0.710 -1.801 -0.431 0.143 0.031 -0.179
C 0.799 -0.362 -0.420 0.065 0.445 0.318
C 1.951 0.079 0.488 -0.291 0.156 -0.216
N 3.190 -0.510 0.015 0.164 0.057 0.135
C 4.352 0.009 0.727 0.057 0.031 -0.009
C 4.491 1.505 0.548 -0.147 0.187 0.159
C 4.199 2.107 -0.670 0.005 0.003 0.043
C 4.379 3.467 -0.841 0.004 0.022 -0.073
C 4.862 4.242 0.200 0.030 0.112 0.026
C 5.159 3.650 1.414 0.052 0.095 0.035
C 4.973 2.289 1.587 -0.071 -0.091 -0.051
C 5.639 -0.589 0.201 0.092 -0.247 0.096
C 6.666 -0.917 1.075 -0.126 0.010 -0.034
C 7.865 -1.415 0.596 0.121 -0.021 0.008
C 8.050 -1.592 -0.764 0.115 -0.041 0.016
C 7.029 -1.268 -1.642 -0.005 0.017 -0.078
C 5.833 -0.766 -1.164 0.016 -0.012 0.044
C 3.086 -1.956 0.105 -0.098 -0.208 -0.264
C 1.957 -2.433 -0.806 0.239 -0.390 0.141
H -1.356 -2.369 2.564 0.037 -0.066 0.070
H -3.503 -1.283 3.217 -0.006 -0.007 0.084
H -1.996 -1.167 -1.495 0.040 0.034 -0.136
H -5.535 1.160 -2.728 0.013 0.044 0.173
H -6.422 2.213 -1.616 -0.002 0.070 -0.026
H -7.774 0.634 -3.184 0.044 -0.064 -0.015
H -7.268 -0.669 -2.113 -0.001 -0.063 -0.078
H -9.520 0.219 -1.553 -0.050 0.073 -0.020
H -8.837 1.824 -1.303 -0.049 0.044 -0.023
H -9.241 0.632 0.822 0.006 -0.045 0.047
H -8.154 -0.665 0.331 -0.031 -0.042 0.083
H -7.185 2.217 0.487 0.021 -0.042 0.054
H -7.246 1.171 1.922 0.046 0.098 -0.291
H -0.136 0.074 -0.071 0.133 -0.020 -0.079
H 1.000 -0.015 -1.440 -0.051 0.057 0.053
H 2.035 1.167 0.464 -0.061 -0.071 0.031
H 1.728 -0.229 1.527 0.027 0.038 -0.051
H 4.276 -0.213 1.810 0.050 0.046 -0.130
H 3.818 1.502 -1.478 -0.059 -0.078 -0.106
H 4.144 3.924 -1.791 -0.021 0.033 -0.076
H 5.006 5.304 0.065 0.005 0.084 -0.008
H 5.535 4.248 2.231 0.026 0.051 0.064
H 5.205 1.833 2.539 0.009 -0.068 0.102
H 6.527 -0.785 2.139 -0.042 0.010 0.112
H 8.656 -1.667 1.288 0.065 -0.024 0.051
H 8.985 -1.982 -1.138 0.071 -0.036 -0.029
H 7.167 -1.407 -2.704 0.007 -0.011 -0.086
H 5.035 -0.518 -1.845 -0.111 0.028 -0.098
H 4.026 -2.407 -0.214 -0.092 -0.030 0.042
H 2.878 -2.281 1.141 0.036 0.009 -0.046
H 1.825 -3.513 -0.723 0.041 0.140 -0.063
H 2.188 -2.166 -1.842 0.028 -0.028 0.032